(1)
Molecular formula: C3H8N4
Method: DFT, ωB97M-V/def2-TZVPD

Summary:
**Electronic energy**: -337.93986 hartree

Each line ends with the Mulliken charge.
Positions of all 15 atoms, in Å:
N -0.498 -1.837 -0.013  -0.112
N -1.823 -1.150 -0.151  -0.699
N -0.799 0.742 0.251  -0.016
N -1.759 0.046 -0.114  0.048
C -0.807 2.207 0.008  -0.714
C 1.658 -0.834 -0.146  -1.001
C 0.444 -1.118 0.633  0.041
H -1.984 2.507 0.081  0.231
H 2.423 -1.615 -0.084  0.353
H -0.071 2.606 0.705  0.267
H 2.286 -0.166 0.410  0.327
H -0.467 -2.240 -0.953  0.352
H 1.550 -0.603 -1.261  0.284
H 0.420 -0.879 1.628  0.366
H -0.572 2.335 -0.993  0.273

Atoms 1-3, force components in eV/Å:
N -0.09 0.45 1.58
N -2.20 -3.24 -0.12
N 1.95 -0.09 1.49

(2)
Molecular formula: C3H8N4
Method: DFT, ωB97M-V/def2-TZVPD

Summary:
**Electronic energy**: -337.88515 hartree

Each line ends with the Mulliken charge.
Positions of all 15 atoms, in Å:
N 1.292 -1.191 -0.592  -0.719
N -1.707 0.983 -0.129  -0.435
N 1.691 0.836 0.562  -0.651
N -1.409 -1.257 0.508  -0.628
C 0.696 0.057 -0.143  0.571
C -0.758 0.038 0.379  0.579
C -0.426 0.702 -0.920  -1.064
H 0.567 -1.727 -1.075  0.370
H -1.580 1.863 0.371  0.241
H -2.307 -1.181 0.031  0.291
H -0.122 1.678 -1.276  0.343
H -1.636 -1.410 1.487  0.267
H 2.606 0.540 0.226  0.274
H 1.468 -1.753 0.241  0.288
H 1.624 1.823 0.330  0.274

Atoms 1-3, force components in eV/Å:
N -1.39 0.53 0.23
N 1.79 1.02 3.02
N 0.46 0.07 -0.44

(3)
Molecular formula: C3H8N4
Method: DFT, ωB97M-V/def2-TZVPD

Summary:
**2S+1**: 3
**Electronic energy**: -337.78963 hartree

Each line ends with the Mulliken spin population.
Positions of all 15 atoms, in Å:
N -1.228 -1.804 0.281  0.109
N -2.335 -1.970 0.103  0.582
N 0.791 1.586 0.692  0.587
N -0.134 -1.336 0.351  0.258
C 1.162 -1.691 0.833  0.014
C -0.595 1.536 -1.270  0.059
C -0.346 1.354 0.176  0.337
H 1.364 -0.799 1.483  0.034
H 1.882 -1.639 0.110  0.022
H -1.253 0.763 -1.745  0.027
H -1.172 0.883 0.719  0.000
H 1.593 1.656 0.105  0.029
H 0.331 1.724 -1.648  -0.006
H -1.226 2.341 -1.445  0.005
H 1.168 -2.604 1.255  -0.056

Atoms 1-3, force components in eV/Å:
N 2.04 -3.53 1.34
N -3.68 0.40 -0.74
N 0.60 0.53 1.18

(4)
Molecular formula: C3H8N4
Method: DFT, ωB97M-V/def2-TZVPD

Summary:
**Charge**: +2
**Electronic energy**: -337.31874 hartree

Each line ends with the Mulliken charge.
Positions of all 15 atoms, in Å:
N 0.159 0.721 -1.321  -0.225
N -1.390 0.205 0.379  0.021
N 1.691 -0.575 1.411  -0.510
N 1.649 -0.041 0.333  0.551
C -0.906 -0.525 1.282  -0.379
C -1.112 0.015 -1.030  -0.540
C 1.396 0.266 -0.850  0.013
H -1.849 0.342 -1.735  0.439
H -1.991 0.963 0.630  0.295
H 0.313 1.161 -2.255  0.335
H -0.267 -1.377 1.200  0.484
H -1.103 -0.204 2.335  0.320
H -0.925 -1.024 -1.052  0.427
H 2.239 0.122 -1.605  0.394
H 2.098 -0.047 2.279  0.376

Atoms 1-3, force components in eV/Å:
N 1.72 0.08 -0.58
N -0.62 0.28 -0.51
N 0.91 0.37 0.19

(5)
Molecular formula: C3H8N4
Method: DFT, ωB97M-V/def2-TZVPD

Summary:
**Charge**: +2
**Electronic energy**: -337.32678 hartree

Each line ends with the Mulliken charge.
Positions of all 15 atoms, in Å:
N -1.487 -3.658 1.536  -0.284
N 0.898 1.372 -0.261  0.425
N 1.793 2.032 -0.638  -0.204
N -2.220 -2.323 -0.323  -0.093
C 2.005 3.295 -1.145  -0.576
C -1.984 -3.000 0.610  0.441
C 0.097 0.573 0.278  -0.146
H 2.774 3.897 -0.522  0.314
H -2.775 -2.192 -1.094  0.291
H 0.173 0.356 1.441  0.275
H -1.447 -3.037 2.441  0.348
H 1.145 3.863 -1.024  0.374
H -0.465 -0.027 -0.472  0.234
H -1.009 -4.493 1.334  0.296
H 2.504 3.342 -2.160  0.304

Atoms 1-3, force components in eV/Å:
N -0.38 2.66 4.18
N 1.24 1.94 0.22
N 0.27 -3.58 0.12

(6)
Molecular formula: C3H8N4O
Method: DFT, ωB97M-V/def2-TZVPD

Summary:
**Electronic energy**: -413.30057 hartree

Each line ends with the Mulliken charge.
Positions of all 16 atoms, in Å:
O 0.720 0.160 -1.169  -0.307
N 0.489 -1.738 -2.432  -0.390
N 0.146 1.091 -0.323  -0.264
N -0.395 1.229 1.979  -0.432
N -1.189 -0.940 -0.955  -0.642
C 0.275 0.719 1.006  0.081
C -0.052 0.782 3.305  -0.590
C -0.067 -0.896 -1.517  0.657
H 1.071 -0.048 1.192  0.197
H 0.785 0.024 3.295  0.278
H 0.357 1.669 3.843  0.225
H -0.817 1.335 -0.470  0.354
H -1.773 -1.685 -1.325  0.197
H 0.041 -2.617 -2.570  0.192
H 1.234 -1.462 -3.051  0.210
H -0.949 0.376 3.787  0.233

Atoms 1-3, force components in eV/Å:
O 0.97 -0.08 -1.18
N 0.53 0.51 0.13
N 0.39 0.60 1.33

(7)
Molecular formula: C3H8N4O
Method: DFT, ωB97M-V/def2-TZVPD

Summary:
**Electronic energy**: -413.26586 hartree

Each line ends with the Mulliken charge.
Positions of all 16 atoms, in Å:
O 2.464 0.869 0.250  -0.479
N -1.966 1.433 -0.130  -0.487
N -0.839 1.049 0.566  0.043
N 0.798 -1.419 1.131  -0.497
N 0.269 1.751 0.116  -0.682
C -0.285 -1.069 -1.006  -1.385
C 0.374 -0.482 0.212  1.087
C 1.120 0.765 0.105  0.010
H -1.212 -1.583 -0.732  0.323
H -1.892 1.414 -1.145  0.254
H -2.777 0.938 0.212  0.241
H 2.671 1.795 0.437  0.374
H -0.518 -0.301 -1.738  0.345
H 0.382 -1.797 -1.479  0.395
H 0.291 -2.289 1.181  0.229
H 1.118 -1.074 2.022  0.230

Atoms 1-3, force components in eV/Å:
O -0.13 0.03 -0.09
N 0.08 0.00 -0.16
N 0.59 -0.67 0.09

(8)
Molecular formula: C3H8N4O
Method: DFT, ωB97M-V/def2-TZVPD

Summary:
**Electronic energy**: -413.24525 hartree

Each line ends with the Mulliken charge.
Positions of all 16 atoms, in Å:
O -0.870 0.606 -2.669  -0.527
N 1.333 -0.711 -1.113  -0.691
N -0.802 0.302 2.172  -0.733
N 1.713 0.044 0.971  -0.615
N -1.353 0.295 0.904  -0.361
C -1.207 0.021 -1.385  -0.421
C -0.547 0.127 -0.059  0.515
C 0.951 -0.180 -0.085  0.492
H 2.655 0.512 0.620  0.285
H 2.279 -0.878 -1.085  0.209
H -1.720 0.348 2.632  0.334
H -2.274 0.382 -1.324  0.316
H -0.466 -0.792 2.484  0.279
H 0.187 0.363 -2.517  0.385
H 1.338 0.636 1.690  0.323
H -1.217 -1.076 -1.236  0.210

Atoms 1-3, force components in eV/Å:
O 5.49 -2.08 2.95
N -1.17 -0.88 -4.33
N -0.59 -3.93 2.66

(9)
Molecular formula: C3H8N4O2
Method: DFT, ωB97M-V/def2-TZVPD

Summary:
**Electronic energy**: -488.40743 hartree

Each line ends with the Mulliken charge.
Positions of all 17 atoms, in Å:
O -1.930 1.079 -0.567  -0.410
O 1.193 0.421 1.597  -0.608
N 0.528 -2.293 1.580  -0.461
N -0.015 -0.710 -1.624  -0.585
N 0.251 -2.052 0.269  -0.386
N -0.938 1.512 0.397  -0.428
C 0.639 0.305 0.543  0.833
C 0.239 -0.887 -0.256  0.317
C 0.077 2.106 -0.315  -0.478
H -0.856 -0.158 -1.771  0.265
H -0.093 2.360 -1.362  0.372
H -0.106 -1.613 -2.071  0.297
H 0.668 2.811 0.266  0.372
H 1.069 -1.588 2.075  0.237
H 1.050 1.170 -0.463  0.078
H -2.643 0.771 0.005  0.334
H 0.869 -3.234 1.697  0.249

Atoms 1-3, force components in eV/Å:
O 0.29 0.06 0.25
O -0.31 0.08 -0.52
N 0.02 0.15 0.05

(10)
Molecular formula: C3H8N4O4
Method: DFT, ωB97M-V/def2-TZVPD

Summary:
**Electronic energy**: -638.79555 hartree

Each line ends with the Mulliken charge.
Positions of all 19 atoms, in Å:
O 2.552 -0.509 -0.018  -0.597
O 1.539 -0.377 1.803  -0.635
O 1.390 -1.296 -1.917  -0.523
O -0.605 -2.296 -1.630  -0.641
N 1.541 -0.703 0.670  0.890
N -1.736 -1.081 1.267  -0.440
N 0.338 -1.735 -1.147  0.846
N 0.910 1.153 -0.708  -0.372
C 0.448 -1.445 0.182  0.291
C -0.644 -1.898 1.197  -0.847
C 1.560 2.158 -0.266  -0.249
H 1.895 -0.636 -1.307  0.538
H 1.922 3.104 -0.762  0.249
H 1.677 2.233 0.870  0.174
H 0.588 1.209 -1.767  0.226
H -2.247 -0.897 0.438  0.217
H -1.679 -0.352 1.944  0.211
H -0.695 -2.927 0.849  0.335
H -0.173 -1.823 2.223  0.327

Atoms 1-3, force components in eV/Å:
O 1.01 -0.04 -0.40
O -0.65 0.96 2.80
O -1.60 -0.50 -1.03

The highest electronic energy belongs to which entry? number 4